Entry 1:
Computed, not measured: one molecule with the formula C4H7PS in a non-equilibrium geometry, with the ωB97M-V functional and the def2-TZVPD basis.

The geometry in XYZ format:
```
13
C4H7PS (the ωB97M-V functional and the def2-TZVPD basis)
C -0.8153 1.5798 -0.6301
C -0.9485 -0.8300 -0.1041
C -0.1005 0.4044 -0.1402
C 1.3521 0.2012 -0.5580
P -2.6871 -0.1507 -0.5461
S -0.4252 1.7411 1.0963
H -0.5711 2.4180 -1.3483
H -0.4481 -1.4103 -0.9690
H -0.8026 -1.3534 0.8743
H 1.3551 -0.2444 -1.5834
H 1.8619 -0.4480 0.1178
H 1.7711 1.2031 -0.4992
H -2.9452 0.3072 0.7001
```

Summary:
- orbital gap (eV) = 7.4
- net charge = 0

natural (NBO) atomic charge list, values in e, 5 entries: -0.39 -0.70 -0.14 -0.63 0.41

Entry 2:
Computed, not measured: a 2-piece molecular cluster, C4H8 overall in a non-equilibrium geometry, with the ωB97M-V functional and the def2-TZVPD basis.

The geometry in XYZ format:
```
12
C4H8 (the ωB97M-V functional and the def2-TZVPD basis)
C -2.2872 0.8645 -3.0355
C -1.8692 1.4625 -1.9102
H -3.0574 1.2799 -3.6954
H -1.8799 -0.1218 -3.2857
H -2.2823 2.4345 -1.6172
H -1.0642 1.0446 -1.2948
C 2.1827 -1.7969 2.2725
C 1.9519 -0.5366 2.7037
H 2.9197 -1.9570 1.4772
H 1.6731 -2.6776 2.6797
H 2.4865 0.2888 2.2200
H 1.2264 -0.2849 3.4857
```

Summary:
- orbital gap (eV) = 11.3
- net charge = 0

natural (NBO) atomic charge list, values in e, 5 entries: -0.39 -0.39 0.20 0.19 0.19

Entry 3:
Computed, not measured: a 2-piece molecular cluster, C4H8 overall in a non-equilibrium geometry, with the ωB97M-V functional and the def2-TZVPD basis.

The geometry in XYZ format:
```
12
C4H8 (the ωB97M-V functional and the def2-TZVPD basis)
C 0.2561 0.0875 0.0174
C 2.7579 -0.0554 -0.0148
C -0.9539 -0.3525 0.2548
C -2.3143 0.1735 -0.0408
H 0.6175 0.7864 -0.7033
H 2.8209 0.7229 -0.7339
H 2.9499 0.2365 1.0829
H 2.8726 -1.0616 -0.1882
H -1.0405 -1.4204 0.8165
H -2.7460 0.7065 0.8584
H -2.8595 -0.6846 -0.5021
H -2.3607 0.8613 -0.8470
```

Summary:
- orbital gap (spin up / spin down) (eV) = 8.8 / 9.0
- net charge = 0

natural (NBO) atomic charge list, values in e, 5 entries: -0.12 -0.51 -0.30 -0.65 0.17

Entry 4:
Computed, not measured: a 2-piece molecular cluster, C4H8 overall in a non-equilibrium geometry, with the ωB97M-V functional and the def2-TZVPD basis.

The geometry in XYZ format:
```
12
C4H8 (the ωB97M-V functional and the def2-TZVPD basis)
C 1.8702 0.2493 -0.4455
C 1.0808 -0.6896 -0.0720
C 1.3807 1.0068 0.6824
H 2.4855 0.5405 -1.2948
H 1.2556 -1.4256 0.6925
H 1.4058 0.6059 1.6825
H 0.5329 1.6712 0.5104
C -2.0582 -0.3784 -0.3544
H -2.9718 -0.2698 0.2195
H -1.2659 0.2732 -0.0129
H -1.5844 -1.3407 -0.1861
H -2.1313 -0.2426 -1.4216
```

Summary:
- orbital gap (eV) = 9.1
- net charge = 0

natural (NBO) atomic charge list, values in e, 5 entries: -0.15 -0.22 -0.49 0.21 0.25

Entry 5:
Computed, not measured: C4H8AlF6OP as an isolated structure in a non-equilibrium geometry, with the ωB97M-V functional and the def2-TZVPD basis.

The geometry in XYZ format:
```
21
C4H8AlF6OP (the ωB97M-V functional and the def2-TZVPD basis)
Al -14.7509 9.5704 -20.5401
P -13.7355 7.7986 -23.5784
F -15.1739 7.8530 -22.9544
F -13.8793 6.1699 -23.7638
F -14.3050 8.2800 -25.1130
F -12.2604 7.9596 -24.1784
F -13.6012 9.4393 -23.2722
F -13.0118 7.6551 -22.0920
C -16.0421 13.0152 -24.0944
C -17.2356 12.1633 -24.0905
C -16.8846 10.8564 -23.5038
O -15.8773 11.2636 -22.5809
C -15.1139 12.4086 -23.1489
H -16.2929 14.0465 -23.8461
H -15.7371 13.1602 -25.1307
H -17.6009 11.9306 -25.0907
H -17.9833 12.6319 -23.4506
H -16.4919 10.1965 -24.2774
H -17.6884 10.4481 -22.8913
H -14.3859 11.9757 -23.8350
H -14.4227 12.9915 -22.5401
```

Summary:
- spin multiplicity = 2
- orbital gap (spin up / spin down) (eV) = 10.0 / 5.1
- ⟨S²⟩ = 0.755
- net charge = +1

natural (NBO) atomic charge list, values in e, 5 entries: 0.97 2.59 -0.60 -0.55 -0.59

Entry 6:
Computed, not measured: C4H8AsCsF6O2S as an isolated structure, with the ωB97M-V functional and the def2-TZVPD basis.

The geometry in XYZ format:
```
23
C4H8AsCsF6O2S (the ωB97M-V functional and the def2-TZVPD basis)
Cs 1.9105 -3.1840 -0.1877
As 3.0416 -0.0042 1.4563
F 2.9179 -0.0083 -0.2858
F 2.0857 1.4173 1.5201
F 3.1465 -0.0769 3.1599
F 3.9374 -1.5058 1.3241
F 4.4914 0.8890 1.3561
F 1.5667 -0.9609 1.5263
C -0.9608 1.2003 -0.0392
C -2.4213 0.7916 0.1321
C -2.4854 -0.6788 -0.2733
S -1.3373 -0.8313 -1.6483
O -2.0606 -0.8769 -2.8901
O -0.3850 -1.8791 -1.3325
C -0.5381 0.7593 -1.4374
H -0.3221 0.7013 0.6940
H -0.7677 2.2661 0.0744
H -3.1089 1.4002 -0.4571
H -2.7319 0.8976 1.1724
H -3.4435 -1.0521 -0.6264
H -2.1249 -1.2959 0.5480
H -0.9432 1.4077 -2.2135
H 0.5330 0.6238 -1.5722
```

Summary:
- orbital gap (eV) = 10.4
- net charge = 0

Mulliken atomic charge list, values in e, 5 entries: 1.08 1.91 -0.48 -0.47 -0.48